Here is a structure of composition C28H49AsF5N4OSi2Tc from OMol25. Energies are from ωB97M-V/def2-TZVPD.

Output
- total charge = +1
- 2S+1 = 4
- HOMO energy (alpha / beta) (Ha) = -0.345 / -0.356
- E_tot (hartree) = -4785.30123
- ⟨S²⟩ = 3.77

Last column: Löwdin charge in e.
Positions of all 91 atoms, in Å:
Tc: -0.239 -0.084 0.110  0.9621
N: 0.137 -0.191 2.383  -0.0983
C: 0.855 0.962 2.960  -0.2228
C: 2.235 1.069 2.317  -0.2020
N: 2.181 1.007 0.854  -0.0970
C: 2.212 2.311 0.186  -0.2047
C: 0.912 3.062 0.393  -0.2108
N: -0.240 2.228 -0.023  -0.0436
H: -0.766 -0.310 2.832  0.0834
H: 0.661 -1.037 2.595  0.0597
H: 0.963 0.867 4.040  0.1225
H: 0.261 1.851 2.763  0.0956
H: 2.848 0.242 2.679  0.1122
H: 2.712 1.992 2.660  0.1264
H: 2.934 0.431 0.503  0.0876
H: 2.350 2.133 -0.879  0.1075
H: 3.040 2.938 0.535  0.1256
H: 0.951 3.995 -0.169  0.1260
H: 0.790 3.329 1.441  0.1015
H: -0.311 2.241 -1.039  0.0724
H: -1.101 2.644 0.312  0.0825
C: -3.452 -3.638 0.895  -0.2036
Si: -1.688 -3.967 1.361  0.3738
C: -1.471 -3.583 3.182  -0.2032
C: -1.225 -5.716 0.931  -0.1935
As: -0.153 -2.567 0.166  0.9883
Si: 1.935 -3.666 0.661  0.3722
C: 2.226 -5.070 -0.520  -0.1866
C: 3.250 -2.342 0.580  -0.2073
C: 1.888 -4.270 2.426  -0.2157
H: -4.095 -4.237 1.548  0.0473
H: -3.649 -3.927 -0.141  0.0437
H: -3.729 -2.591 1.021  0.0182
H: -2.379 -3.863 3.727  0.0438
H: -1.311 -2.513 3.353  0.0063
H: -0.634 -4.124 3.628  0.0180
H: -1.546 -6.404 1.719  0.0489
H: -0.151 -5.843 0.788  0.0007
H: -1.719 -6.005 0.000  0.0463
H: 2.969 -4.790 -1.268  0.0417
H: 1.312 -5.360 -1.044  0.0296
H: 2.597 -5.942 0.028  0.0470
H: 3.191 -1.768 -0.350  0.0063
H: 4.247 -2.790 0.643  0.0513
H: 3.142 -1.658 1.429  0.0073
H: 1.171 -5.081 2.575  0.0229
H: 1.648 -3.467 3.131  0.0257
H: 2.883 -4.649 2.685  0.0486
F: 0.637 -2.191 -6.565  0.1442
C: 0.344 -2.484 -5.303  -0.1294
C: -0.893 -3.009 -4.976  -0.1419
F: -1.802 -3.202 -5.924  0.1442
C: -1.193 -3.312 -3.663  -0.1635
F: -2.399 -3.801 -3.369  0.1260
C: -0.284 -3.089 -2.635  -0.2262
O: -0.656 -3.437 -1.379  -0.3621
C: 0.948 -2.563 -2.996  -0.1551
F: 1.877 -2.334 -2.048  0.0169
C: 1.272 -2.270 -4.306  -0.1365
F: 2.483 -1.805 -4.601  0.1199
C: -0.135 1.648 -6.383  -0.0368
C: 0.338 1.154 -5.040  -0.2543
C: 1.685 0.899 -4.811  -0.0174
C: 2.109 0.413 -3.577  -0.2873
C: 3.568 0.126 -3.313  -0.0384
C: 1.162 0.180 -2.592  -0.0785
C: -0.215 0.413 -2.784  -0.3015
C: -0.597 0.929 -4.029  -0.0006
N: -1.071 0.100 -1.730  -0.1603
C: -2.540 0.201 -1.888  -0.6007
C: -3.170 -0.451 -0.662  -0.1002
C: -3.075 -0.559 -3.130  -0.0155
C: -2.985 1.674 -1.922  -0.0421
H: 0.697 1.768 -7.076  0.0784
H: -0.645 2.610 -6.294  0.0846
H: -0.843 0.944 -6.825  0.0846
H: 2.407 1.057 -5.606  0.1250
H: 4.116 -0.018 -4.243  0.0847
H: 3.687 -0.777 -2.709  0.0667
H: 4.043 0.955 -2.778  0.0819
H: 1.488 -0.272 -1.652  0.0674
H: -1.631 1.172 -4.238  0.0978
H: -2.943 -1.518 -0.654  0.0370
H: -4.255 -0.331 -0.689  0.1015
H: -2.807 0.001 0.275  0.0561
H: -2.290 -1.167 -3.583  0.0617
H: -3.460 0.115 -3.896  0.0849
H: -3.891 -1.227 -2.846  0.0889
H: -2.837 2.141 -0.943  0.0634
H: -4.049 1.744 -2.162  0.0940
H: -2.431 2.246 -2.670  0.0750

Here is a structure of composition C28H49BFN4O7PS in a non-equilibrium geometry from OMol25. Energies are from ωB97M-V/def2-TZVPD.

Output
- 2S+1 = 3
- HOMO energy (alpha / beta) (Ha) = -0.313 / -0.346
- E_tot (hartree) = -2706.33916
- ⟨S²⟩ = 2.01

Last column: Löwdin charge in e.
Positions of all 92 atoms, in Å:
C: -2.448 4.174 -6.202  -0.0791
C: -2.827 2.709 -6.424  -0.1833
C: -2.720 1.924 -5.122  -0.2922
F: -3.602 0.843 -5.161  0.0103
C: -1.350 1.395 -4.774  -0.0764
C: -0.307 1.367 -5.749  0.0142
C: 0.934 0.916 -5.482  -0.1692
P: 2.171 0.985 -6.793  0.4280
O: 1.764 1.877 -7.888  -0.2777
O: 3.510 1.462 -6.086  -0.1027
O: 2.432 -0.479 -7.339  -0.0995
C: 1.244 0.417 -4.186  -0.3523
N: 2.382 -0.059 -3.729  -0.2122
S: 2.136 -0.464 -2.180  1.0739
N: 0.606 -0.037 -2.042  -0.2077
C: 0.190 0.437 -3.204  -0.2872
C: -1.107 0.940 -3.511  0.0491
B: -2.186 0.943 -2.339  -0.5857
O: -2.868 2.123 -2.041  0.1575
O: -2.454 -0.170 -1.601  0.0494
C: -2.201 0.055 -0.192  -0.0436
H: -2.887 4.774 -6.994  0.0725
H: -2.860 4.549 -5.272  0.0735
H: -1.375 4.334 -6.232  0.0751
H: -3.876 2.670 -6.697  0.1173
H: -2.252 2.265 -7.225  0.0997
H: -3.062 2.577 -4.336  0.1252
H: -0.499 1.726 -6.745  0.1033
H: 3.305 1.870 -5.238  0.0743
H: 2.410 -0.385 -8.301  0.0890
H: -2.213 2.803 -1.840  0.1192
H: -1.252 0.566 -0.089  0.0798
H: -2.184 -0.893 0.329  0.0884
H: -2.998 0.653 0.237  0.0820
C: -5.511 -0.552 4.659  -0.0322
C: -4.396 0.466 4.339  -0.4932
C: -3.821 1.033 5.638  -0.1331
C: -4.760 2.018 6.332  -0.1721
C: -5.198 3.123 5.369  -0.1329
C: -5.795 2.588 4.067  -0.4961
N: -4.906 1.556 3.456  -0.0842
O: -3.920 2.126 2.840  -0.0240
C: -7.203 2.017 4.327  -0.0333
C: -6.000 3.740 3.088  -0.0448
C: -3.319 -0.325 3.606  -0.0477
H: -6.174 -0.236 5.461  0.0596
H: -6.114 -0.760 3.774  0.0933
H: -5.075 -1.494 4.988  0.0845
H: -2.877 1.542 5.422  0.1253
H: -3.581 0.208 6.312  0.1254
H: -5.632 1.499 6.739  0.1015
H: -4.250 2.465 7.188  0.1124
H: -5.928 3.772 5.856  0.1245
H: -4.331 3.750 5.139  0.1250
H: -7.571 1.481 3.452  0.0934
H: -7.899 2.830 4.534  0.0855
H: -7.257 1.352 5.185  0.0576
H: -5.079 4.289 2.897  0.0789
H: -6.719 4.444 3.503  0.0860
H: -6.387 3.379 2.133  0.0934
H: -3.698 -0.711 2.659  0.0871
H: -3.002 -1.172 4.213  0.0870
H: -2.431 0.272 3.403  0.0803
C: 6.408 -4.578 -0.925  -0.0318
C: 5.991 -3.123 -0.624  -0.4921
C: 7.228 -2.284 -0.303  -0.1317
C: 7.818 -2.583 1.075  -0.1716
C: 6.748 -2.465 2.162  -0.1326
C: 5.504 -3.308 1.880  -0.4956
N: 5.001 -3.072 0.493  -0.0835
O: 4.333 -1.964 0.445  -0.0395
C: 5.816 -4.801 2.104  -0.0332
C: 4.414 -2.966 2.890  -0.0451
C: 5.343 -2.609 -1.903  -0.0533
H: 7.173 -4.962 -0.254  0.0598
H: 5.547 -5.247 -0.887  0.0932
H: 6.830 -4.646 -1.927  0.0852
H: 6.965 -1.222 -0.347  0.1256
H: 7.982 -2.449 -1.075  0.1261
H: 8.272 -3.577 1.092  0.1017
H: 8.626 -1.880 1.285  0.1127
H: 7.165 -2.758 3.127  0.1247
H: 6.459 -1.414 2.255  0.1252
H: 4.998 -5.426 1.745  0.0931
H: 5.939 -4.996 3.169  0.0856
H: 6.736 -5.135 1.631  0.0579
H: 4.172 -1.905 2.894  0.0791
H: 4.755 -3.226 3.892  0.0861
H: 3.500 -3.525 2.686  0.0927
H: 4.437 -3.172 -2.135  0.0920
H: 6.030 -2.720 -2.741  0.0896
H: 5.086 -1.553 -1.838  0.0595

Here is a structure of composition C28H49BFeN12O4P from OMol25. Energies are from ωB97M-V/def2-TZVPD.

Output
- total charge = +1
- 2S+1 = 5
- HOMO energy (alpha / beta) (Ha) = -0.413 / -0.388
- E_tot (hartree) = -3684.38336
- ⟨S²⟩ = 6.01

Last column: Löwdin charge in e.
Positions of all 96 atoms, in Å:
Fe: 0.506 -0.285 0.337  0.7489
C: 4.752 0.912 -0.095  -0.0484
C: 3.535 0.500 -0.645  -0.1379
N: 2.674 0.172 0.313  0.0004
N: 3.308 0.367 1.485  -0.0210
C: 4.558 0.806 1.269  -0.0637
B: 2.601 0.037 2.816  -0.4967
N: 1.411 1.014 3.001  -0.0166
C: 1.248 1.962 3.936  -0.0631
C: 0.073 2.641 3.671  -0.0465
C: -0.422 2.022 2.521  -0.1633
N: 0.387 1.042 2.126  -0.0104
N: 2.069 -1.408 2.751  -0.0201
C: 2.398 -2.455 3.524  -0.0627
C: 1.729 -3.570 3.060  -0.0459
C: 0.997 -3.098 1.970  -0.1374
N: 1.208 -1.798 1.788  -0.0046
H: 5.641 1.228 -0.610  0.0965
H: 3.242 0.429 -1.680  0.1013
H: 5.220 1.006 2.095  0.1249
H: 3.363 0.163 3.731  0.1224
H: 1.976 2.088 4.720  0.1252
H: -0.355 3.457 4.225  0.0974
H: -1.322 2.233 1.966  0.0979
H: 3.081 -2.332 4.347  0.1252
H: 1.766 -4.570 3.454  0.0974
H: 0.323 -3.634 1.319  0.1043
N: -3.276 -0.418 4.516  0.1823
C: -3.970 -1.185 3.635  -0.4972
O: -5.120 -1.525 3.819  0.0761
C: -3.253 -1.585 2.375  -0.1002
C: -3.777 -2.628 1.622  0.0243
C: -3.129 -2.995 0.458  -0.0239
C: -1.997 -2.294 0.075  -0.1303
N: -1.494 -1.276 0.776  0.0401
C: -2.116 -0.946 1.912  -0.0627
H: -3.732 -0.202 5.386  0.1187
H: -2.280 -0.307 4.464  0.0941
H: -4.674 -3.124 1.968  0.1303
H: -3.490 -3.806 -0.159  0.1150
H: -1.478 -2.557 -0.833  0.0953
H: -1.675 -0.124 2.457  0.0815
C: 1.724 -2.515 -1.695  -0.0865
O: 0.777 -1.481 -1.422  -0.2139
H: 2.141 -2.399 -2.696  0.0899
H: 1.267 -3.502 -1.599  0.0875
H: 2.516 -2.414 -0.958  0.0804
H: 0.028 -1.461 -2.038  0.0515
C: -1.842 4.169 -0.317  -0.0835
N: -1.500 3.337 -1.464  -0.2880
C: -2.644 2.589 -1.981  -0.1023
P: -0.006 2.637 -1.567  0.5571
O: 0.216 1.374 -0.803  -0.3147
N: 1.071 3.760 -1.040  -0.2923
C: 1.134 5.091 -1.625  -0.0952
C: 1.849 3.608 0.185  -0.0816
N: 0.117 2.325 -3.184  -0.2854
C: 1.093 1.334 -3.620  -0.0891
C: -0.197 3.312 -4.208  -0.1080
H: -2.566 4.925 -0.625  0.0928
H: -0.959 4.673 0.070  0.0720
H: -2.290 3.583 0.491  0.0737
H: -3.480 3.275 -2.127  0.0935
H: -2.954 1.794 -1.293  0.0891
H: -2.389 2.131 -2.934  0.0539
H: 0.418 5.198 -2.435  0.0665
H: 2.135 5.295 -2.014  0.0928
H: 0.903 5.851 -0.872  0.0876
H: 1.734 2.605 0.582  0.0445
H: 1.518 4.330 0.939  0.0886
H: 2.907 3.782 -0.021  0.0914
H: 1.186 0.553 -2.871  0.0474
H: 2.075 1.783 -3.808  0.0929
H: 0.745 0.885 -4.553  0.0811
H: -0.994 3.971 -3.871  0.0761
H: -0.537 2.794 -5.108  0.0834
H: 0.674 3.917 -4.480  0.0880
O: -1.740 -0.771 -2.608  0.0440
C: -2.304 -1.409 -3.485  -0.4769
C: -1.945 -1.316 -4.938  -0.0897
C: -2.856 -0.182 -5.468  -0.1652
C: -4.366 -0.318 -5.190  -0.1810
C: -4.838 -0.073 -3.741  -0.1546
C: -4.555 -1.218 -2.740  -0.1572
N: -3.480 -2.089 -3.241  0.0628
H: -2.156 -2.251 -5.461  0.1248
H: -0.896 -1.058 -5.071  0.1100
H: -2.705 -0.104 -6.545  0.1166
H: -2.505 0.759 -5.031  0.1031
H: -4.732 -1.284 -5.557  0.1165
H: -4.863 0.427 -5.813  0.1142
H: -5.913 0.113 -3.760  0.1123
H: -4.377 0.850 -3.383  0.0893
H: -5.436 -1.838 -2.582  0.1192
H: -4.251 -0.827 -1.771  0.1053
H: -3.789 -2.587 -4.064  0.1181

Here is a structure of composition C28H49BrMgNO3P3 in a non-equilibrium geometry from OMol25. Energies are from ωB97M-V/def2-TZVPD.

Output
- total charge = +2
- 2S+1 = 1
- HOMO energy (alpha / beta) (Ha) = -0.450 / -0.445
- E_tot (hartree) = -5174.35437

Last column: Löwdin charge in e.
Positions of all 86 atoms, in Å:
N: -5.185 4.579 -3.468  0.0707
C: -5.081 5.004 -2.204  -0.1200
C: -3.959 4.745 -1.408  -0.0104
C: -2.879 4.016 -1.955  -0.2060
C: -3.033 3.543 -3.285  0.0076
C: -4.190 3.857 -3.994  -0.1184
C: -1.674 3.744 -1.195  -0.1295
Mg: 0.153 3.292 0.130  0.9203
P: 4.743 -0.099 0.222  1.1530
C: -0.711 2.777 -1.624  -0.2935
C: -0.958 1.345 -1.504  -0.2886
C: -0.327 0.488 -2.416  -0.0423
C: -0.430 -0.880 -2.274  -0.1139
C: -1.053 -1.418 -1.126  -0.3965
C: -1.859 -0.567 -0.352  -0.1203
C: -1.741 0.808 -0.471  -0.0526
Br: 1.252 -0.782 0.516  0.3583
H: -1.466 4.435 -0.353  0.0661
H: 0.118 3.088 -2.273  0.1031
H: -3.919 5.083 -0.371  0.1095
H: -2.252 2.950 -3.759  0.1149
H: -5.918 5.583 -1.800  0.1158
H: -4.310 3.512 -5.028  0.1181
H: 0.265 0.943 -3.211  0.1264
H: -2.245 1.476 0.232  0.1206
H: -0.015 -1.534 -3.020  0.0839
H: -2.581 -0.989 0.344  0.0980
P: -1.036 -3.229 -0.854  1.0044
C: 4.231 1.574 0.670  -0.3804
C: 5.216 2.566 0.033  -0.1459
H: 4.260 1.635 1.767  0.0970
H: 3.194 1.703 0.339  0.0502
H: 5.039 3.580 0.406  0.0796
H: 6.251 2.290 0.275  0.0785
H: 5.124 2.577 -1.060  0.0748
C: 4.065 -0.548 -1.398  -0.4000
C: 4.682 -1.851 -1.917  -0.1362
H: 4.296 0.287 -2.076  0.0917
H: 2.972 -0.614 -1.259  -0.0118
H: 4.240 -2.121 -2.880  0.0823
H: 5.761 -1.736 -2.066  0.0810
H: 4.525 -2.683 -1.222  0.0660
C: 4.140 -1.331 1.430  -0.4548
C: 5.150 -1.595 2.547  -0.1447
H: 3.929 -2.261 0.888  0.0722
H: 3.178 -0.965 1.836  -0.0323
H: 4.785 -2.412 3.186  0.0849
H: 6.124 -1.890 2.127  0.0761
H: 5.296 -0.706 3.175  0.0747
C: -0.427 -3.356 0.839  -0.4096
C: -0.333 -4.726 1.481  -0.1164
H: -1.035 -2.672 1.451  0.0670
H: 0.586 -2.881 0.807  -0.0466
H: -1.331 -5.164 1.609  0.0751
H: 0.299 -5.408 0.902  0.0768
H: 0.108 -4.600 2.475  0.0848
C: 0.094 -3.942 -2.047  -0.3174
C: -0.441 -4.093 -3.476  -0.1135
H: 0.383 -4.917 -1.633  0.1025
H: 0.985 -3.304 -2.031  0.0908
H: -1.279 -4.798 -3.522  0.0782
H: -0.773 -3.139 -3.906  0.0704
H: 0.362 -4.479 -4.114  0.0904
C: -2.633 -4.059 -0.975  -0.3081
C: -3.762 -3.447 -0.136  -0.1198
H: -2.463 -5.111 -0.683  0.1082
H: -2.901 -4.072 -2.042  0.0961
H: -4.112 -2.499 -0.564  0.0781
H: -4.613 -4.141 -0.134  0.0898
H: -3.471 -3.276 0.907  0.0696
C: -1.655 -0.271 3.420  -0.1148
O: -1.253 0.809 2.569  -0.4135
P: 0.202 1.537 2.917  0.9946
O: -0.095 2.124 4.411  -0.3668
C: -1.384 2.403 5.009  -0.1003
O: -0.178 3.032 1.939  -0.5073
C: -1.018 4.144 2.371  -0.0743
H: -1.951 -1.092 2.754  0.0699
H: -2.506 0.049 4.034  0.0931
H: -0.841 -0.634 4.077  0.1016
H: -2.204 2.505 4.278  0.0850
H: -1.640 1.599 5.709  0.0980
H: -1.266 3.333 5.578  0.1032
H: -2.069 3.832 2.432  0.1112
H: -0.648 4.480 3.346  0.1033
H: -0.905 4.966 1.650  0.0898